The following is a quantum chemistry calculation of a 4-piece molecular cluster, C8H25NO5 overall in a non-equilibrium geometry, from the OMol25 dataset.

```
39
Properties=species:S:1:pos:R:3:forces:R:3
C -0.5437 1.6975 3.3267 -0.03 0.40 0.39
C -1.4775 1.5059 2.1780 -0.62 0.09 -1.65
O -1.0345 0.5205 1.2355 0.03 -0.06 0.56
O 0.7196 2.1201 2.7966 -0.11 -0.14 0.03
H -0.3881 0.7997 3.9278 -0.10 -0.15 -0.13
H -0.9573 2.4658 3.9846 0.01 -0.03 0.04
H -1.5983 2.4422 1.6129 0.31 0.18 0.34
H -2.5086 1.2469 2.4203 0.22 -0.33 0.54
H -0.1226 0.7236 0.9927 -0.04 0.09 -0.12
H 0.9903 2.9306 3.2322 0.16 -0.04 -0.02
C 4.1351 -1.8284 4.0540 0.08 -0.15 -0.60
O 3.2510 -0.7948 4.4313 -0.06 0.16 0.16
H 5.1330 -1.6271 4.4447 -0.08 -0.13 0.29
H 3.7540 -2.7969 4.3884 0.19 0.00 0.20
H 4.2611 -1.9016 2.9656 -0.15 0.13 0.08
H 2.7895 -0.4866 3.6462 0.03 0.02 -0.23
C 1.1523 -1.5690 1.8937 -0.40 0.00 -0.15
O 1.8611 -0.3388 1.7419 0.04 -0.17 0.23
H 0.5541 -1.7808 1.0030 0.24 -0.10 -0.08
H 1.8841 -2.3540 2.0668 -0.04 -0.10 -0.06
H 0.4307 -1.5555 2.7149 0.25 0.10 0.15
H 1.3712 0.3736 2.1646 0.12 0.23 0.09
C -0.2800 -0.7444 -2.3345 0.32 0.16 -0.03
C -1.2784 0.3505 -2.6201 -0.93 0.25 1.58
C -1.9025 0.2060 -3.9554 -1.03 0.20 -0.97
O -0.9126 0.3046 -4.9504 0.07 -0.22 -0.05
C -1.3986 0.0277 -6.2343 -0.30 0.35 -0.49
N -2.3797 0.2541 -1.5973 0.60 0.20 -0.31
H 0.3391 -0.9312 -3.2101 0.04 -0.06 0.02
H -0.8341 -1.6471 -2.0747 0.06 -0.08 -0.03
H 0.3802 -0.4785 -1.5065 -0.04 -0.06 0.05
H -0.8819 1.3664 -2.5335 0.65 -0.17 -0.28
H -2.6738 0.9847 -4.1004 0.20 0.11 0.02
H -2.4810 -0.7262 -4.0399 0.38 -0.23 0.10
H -2.0128 -0.8795 -6.2768 0.19 -0.12 0.15
H -0.5501 -0.0668 -6.9100 0.04 -0.10 0.08
H -2.0320 0.8415 -6.6244 0.07 0.00 0.18
H -2.8391 1.1608 -1.5632 -0.17 -0.11 -0.05
H -1.9190 0.1845 -0.6908 -0.20 -0.11 -0.02
```
Forces are in eV/Å.

The LUMO energy comes out at 0.41 eV. The SMILES is COC[C@H](C)N.OCCO.CO.CO. As for the largest force on an atom: 1.85 eV/A. As for the total energy: -20427.0594 eV.